{"formula": "C89H61N2O13", "method": "ωB97M-V with the def2-TZVPD basis set", "total_charge": 1, "max_force_ev_per_a": 3.273, "homo_ev": -10.773, "elements": ["N", "C", "C", "C", "N", "C", "C", "O", "H", "H", "H", "H", "H", "H", "H", "H", "H", "H", "H", "H", "H", "C", "C", "C", "C", "C", "C", "C", "O", "C", "C", "C", "C", "C", "C", "C", "O", "H", "H", "H", "H", "H", "H", "H", "H", "C", "C", "C", "C", "C", "C", "C", "O", "C", "C", "C", "C", "C", "C", "C", "O", "H", "H", "H", "H", "H", "H", "H", "H", "C", "C", "C", "C", "C", "C", "C", "O", "C", "C", "C", "C", "C", "C", "C", "O", "H", "H", "H", "H", "H", "H", "H", "H", "C", "C", "C", "C", "C", "C", "C", "O", "C", "C", "C", "C", "C", "C", "C", "O", "H", "H", "H", "H", "H", "H", "H", "H", "C", "C", "C", "C", "C", "C", "C", "O", "C", "C", "C", "C", "C", "C", "C", "O", "H", "H", "H", "H", "H", "H", "H", "H", "C", "C", "C", "C", "C", "C", "C", "O", "C", "C", "C", "C", "C", "C", "C", "O", "H", "H", "H", "H", "H", "H", "H", "H"], "positions_angstrom": [[4.78605, -4.45044, 2.45099], [3.48653, -5.04612, 1.95695], [2.26552, -5.01003, 3.09820], [0.95059, -5.86512, 2.60436], [-0.20919, -5.02274, 2.12038], [0.37418, -3.76211, 1.51993], [1.06614, -2.90713, 2.73228], [1.97698, -3.66101, 3.60197], [5.33203, -3.99085, 1.68158], [4.61576, -3.81001, 3.25735], [3.69417, -6.20997, 1.79010], [3.12793, -4.63182, 0.92284], [2.71591, -5.61717, 4.02266], [0.63475, -6.64633, 3.41872], [1.31429, -6.50148, 1.66159], [-0.84390, -5.54189, 1.46353], [-0.74693, -4.73105, 2.98944], [1.06733, -3.94629, 0.58360], [-0.55559, -3.11720, 1.13954], [0.17094, -2.53981, 3.43167], [1.53644, -1.89870, 2.30221], [5.65484, 4.54941, -0.50243], [5.67766, 3.46553, -1.37976], [5.71972, 2.16309, -0.87961], [5.75134, 1.94374, 0.50290], [5.75335, 3.02807, 1.37947], [5.69325, 4.33402, 0.87591], [5.83658, 2.80994, 2.83809], [5.83481, 3.76180, 3.60892], [5.93074, 1.42949, 3.35342], [6.06849, 1.21061, 4.73036], [6.14481, -0.09227, 5.22735], [6.07453, -1.17752, 4.35433], [5.94295, -0.96229, 2.98167], [5.88078, 0.34440, 2.47964], [5.77767, 0.56223, 1.02318], [5.72051, -0.39094, 0.25481], [5.61276, 5.56420, -0.89198], [5.66054, 3.63385, -2.45426], [5.73205, 1.32165, -1.57042], [5.68073, 5.18510, 1.55455], [6.12093, 2.05235, 5.41908], [6.25702, -0.25983, 6.29637], [6.12666, -2.19266, 4.74187], [5.89366, -1.81437, 2.30572], [-5.80954, 3.40007, 6.63536], [-6.06518, 2.20164, 7.30126], [-5.07231, 1.22424, 7.38585], [-3.82299, 1.44083, 6.79191], [-3.57578, 2.62881, 6.10510], [-4.56759, 3.61588, 6.03648], [-2.27890, 2.84738, 5.43249], [-2.05966, 3.89215, 4.83197], [-1.25409, 1.78581, 5.48661], [-0.04207, 1.95582, 4.80474], [0.93790, 0.96247, 4.86171], [0.71491, -0.19609, 5.60528], [-0.49376, -0.37055, 6.28093], [-1.48398, 0.61849, 6.21319], [-2.77285, 0.40881, 6.90182], [-2.97143, -0.61117, 7.55173], [-6.58018, 4.16563, 6.57730], [-7.03747, 2.02828, 7.75709], [-5.27728, 0.29323, 7.91178], [-4.37710, 4.55151, 5.51364], [0.14124, 2.85880, 4.22454], [1.87621, 1.09423, 4.32721], [1.48095, -0.96684, 5.65576], [-0.66266, -1.27984, 6.85543], [3.49813, -1.14505, -5.54070], [3.32408, -1.61716, -6.84140], [3.80496, -0.87741, -7.92297], [4.45165, 0.34502, -7.70404], [4.60381, 0.82874, -6.40519], [4.13618, 0.07635, -5.31987], [5.24007, 2.14019, -6.16573], [5.37731, 2.56420, -5.02485], [5.70026, 2.93657, -7.32075], [6.25268, 4.20702, -7.11187], [6.70265, 4.96129, -8.19765], [6.61124, 4.44678, -9.49063], [6.05624, 3.18382, -9.70216], [5.59093, 2.43150, -8.61550], [4.97288, 1.11203, -8.85293], [4.88794, 0.66108, -9.98942], [3.13155, -1.72594, -4.69719], [2.81550, -2.56303, -7.01423], [3.67009, -1.25472, -8.93532], [4.26356, 0.44117, -4.30217], [6.33060, 4.61475, -6.10524], [7.12646, 5.94970, -8.03367], [6.96831, 5.03107, -10.33593], [5.98368, 2.79072, -10.71488], [-4.41226, 2.55356, -6.43848], [-3.34114, 2.90424, -5.61705], [-2.04377, 2.92375, -6.13154], [-1.81491, 2.57957, -7.46931], [-2.88287, 2.20523, -8.28384], [-4.18636, 2.20335, -7.77040], [-2.64734, 1.79245, -9.68249], [-3.58533, 1.46688, -10.39970], [-1.26514, 1.76932, -10.20122], [-1.02138, 1.32479, -11.50730], [0.28137, 1.31234, -12.01027], [1.34037, 1.75132, -11.21611], [1.10114, 2.18938, -9.91276], [-0.20336, 2.18900, -9.40129], [-0.44148, 2.62033, -8.00967], [0.48928, 3.00192, -7.30947], [-5.42445, 2.54723, -6.04005], [-3.51579, 3.16490, -4.57554], [-1.21307, 3.20358, -5.48577], [-5.02668, 1.92538, -8.40414], [-1.84299, 0.98340, -12.13500], [0.46904, 0.96185, -13.02290], [2.35435, 1.74856, -11.61011], [1.93351, 2.52604, -9.29696], [-10.58071, 9.39007, 6.05599], [-9.61469, 8.49438, 5.59821], [-9.39537, 7.29573, 6.27895], [-10.13628, 6.99688, 7.42882], [-11.08480, 7.90355, 7.90041], [-11.31587, 9.09802, 7.20575], [-11.83702, 7.62135, 9.14001], [-12.67294, 8.41564, 9.55299], [-11.56117, 6.37311, 9.87886], [-12.22532, 6.12007, 11.08622], [-11.98018, 4.93579, 11.78457], [-11.08077, 3.99910, 11.27609], [-10.41357, 4.25111, 10.07643], [-10.64728, 5.44523, 9.38162], [-9.91005, 5.71857, 8.13216], [-9.11596, 4.89795, 7.68698], [-10.75813, 10.32004, 5.52028], [-9.03286, 8.72785, 4.70931], [-8.64321, 6.59891, 5.91277], [-12.06439, 9.80445, 7.56029], [-12.93145, 6.84475, 11.48851], [-12.49306, 4.74370, 12.72452], [-10.89502, 3.07324, 11.81617], [-9.70913, 3.51738, 9.68811], [5.50191, -7.71939, -1.72745], [4.58638, -7.15126, -0.84198], [3.29548, -7.67269, -0.74233], [2.91460, -8.75869, -1.53983], [3.82230, -9.31094, -2.44273], [5.12296, -8.79748, -2.52857], [3.41615, -10.42452, -3.32423], [4.21398, -10.91253, -4.11514], [2.03305, -10.93524, -3.24499], [1.61767, -11.95172, -4.11509], [0.31523, -12.44973, -4.03784], [-0.57085, -11.94224, -3.08801], [-0.16146, -10.92576, -2.22372], [1.14039, -10.41468, -2.30927], [1.55268, -9.31502, -1.41478], [0.77311, -8.86524, -0.58282], [6.51082, -7.31893, -1.79853], [4.87788, -6.30290, -0.22676], [2.58770, -7.22736, -0.04510], [5.84125, -9.23228, -3.22142], [2.30423, -12.35565, -4.85743], [-0.00682, -13.23538, -4.71792], [-1.58322, -12.33500, -3.02277], [-0.86027, -10.53110, -1.48799]]}